DFT (ωB97M-V/def2-TZVPD) results for a 11-piece molecular cluster, C43H84Cl6NO14S5 overall.

```
153
Properties=species:S:1:pos:R:3:forces:R:3
C 11.2604 -5.6180 11.7618 -1.902 2.397 0.340
C 12.4372 -6.3454 12.1571 1.725 -1.432 0.283
C 12.1196 -7.5333 13.0677 0.689 -1.011 1.069
C 11.4787 -7.2338 14.4494 -0.634 -1.913 0.139
N 11.0438 -8.4900 15.3243 -1.559 -0.066 1.408
C 12.1859 -9.4457 15.8736 -2.159 -1.168 -2.220
C 12.2349 -9.3058 17.3451 0.644 1.985 0.592
C 10.8770 -8.7749 17.7950 -0.344 -1.826 0.598
C 10.3628 -7.9432 16.6946 0.736 2.038 -1.554
C 9.8602 -9.2996 14.6620 2.090 0.243 0.617
H 10.4876 -6.1630 11.2197 0.107 -0.030 0.037
H 11.4764 -4.6630 11.2827 0.185 -0.284 -0.720
H 10.8735 -5.2056 12.6936 -0.873 -0.184 0.127
H 13.1498 -5.6725 12.6340 0.063 -0.032 0.179
H 12.9539 -6.7598 11.2914 0.160 -0.119 -0.017
H 13.0665 -8.0339 13.2698 0.231 -0.012 0.107
H 11.5755 -8.3002 12.5164 -0.535 0.190 -0.017
H 10.4707 -6.8335 14.3406 0.470 0.999 0.073
H 12.1655 -6.7518 15.1451 -0.270 0.646 -0.373
H 11.8033 -10.4494 15.6888 -0.145 -0.063 -0.409
H 13.0442 -9.3649 15.2066 0.223 0.494 0.570
H 12.5046 -10.2005 17.9063 0.305 0.151 -0.327
H 12.9148 -8.4677 17.4979 0.533 -0.286 0.734
H 10.1888 -9.6037 17.9609 -0.007 -0.202 0.108
H 10.9948 -8.2875 18.7628 -0.254 0.333 -0.246
H 9.2888 -7.7895 16.5891 -0.065 -0.942 -0.276
H 10.6517 -6.9013 16.8326 0.730 0.041 -0.297
H 9.3658 -9.8461 15.4652 0.100 -0.002 -0.114
H 10.3695 -9.9951 13.9949 -0.528 0.094 -0.296
H 9.1531 -8.6198 14.1866 0.306 -0.023 -0.073
C 1.4413 -10.5990 19.4081 2.055 0.786 0.338
C 1.6198 -9.0441 19.2654 0.476 1.151 -0.623
C 3.0260 -8.5435 19.7610 -0.575 -2.897 -0.711
S 4.1326 -9.8971 19.0142 -0.448 1.656 -0.152
O 5.3300 -10.0111 19.8422 -0.852 -0.406 -0.758
O 4.2981 -9.6010 17.5682 -0.506 -0.899 2.198
C 2.8900 -11.2870 19.3775 0.342 1.173 -0.382
H 0.7467 -10.9218 18.6325 0.203 -0.349 0.292
H 1.0602 -10.7185 20.4223 -0.269 -0.541 -0.259
H 0.8112 -8.5171 19.7720 0.105 -0.170 0.454
H 1.4704 -8.6965 18.2432 0.271 -0.393 -0.286
H 3.0376 -8.7539 20.8304 0.535 0.407 0.088
H 3.4422 -7.5811 19.4632 -0.407 -0.129 0.001
H 3.2490 -11.6640 20.3352 -0.319 0.355 0.252
H 3.1380 -12.1051 18.7012 -0.559 0.271 -0.479
C 14.8623 -7.3331 23.3844 1.722 -0.723 2.473
C 14.6701 -6.4346 22.2458 -0.857 1.022 -1.206
C 13.6791 -5.3430 22.7851 -0.999 -1.629 0.387
S 12.6871 -6.2755 24.1129 -0.280 1.904 0.229
O 11.3023 -6.4995 23.7423 0.653 0.557 0.011
O 13.0290 -5.6325 25.3667 -0.342 -0.509 -0.274
C 13.5218 -7.7530 23.9289 1.303 -1.745 -0.956
H 15.3526 -6.7798 24.1854 0.341 0.135 0.121
H 15.5042 -8.1981 23.2176 -0.088 -0.036 -0.320
H 14.2697 -7.0202 21.4182 -0.485 0.198 -0.175
H 15.6253 -6.0772 21.8611 -0.119 0.515 0.216
H 12.7793 -5.0974 22.2211 0.725 0.570 -0.849
H 14.1833 -4.5034 23.2636 -0.285 -0.093 -0.064
H 13.1414 -8.2961 23.0638 -0.988 -0.294 0.495
H 13.5927 -8.3482 24.8393 -0.296 0.129 -0.099
C 11.6421 1.3584 17.4983 0.878 -1.264 0.470
C 12.9172 0.7554 18.1904 -0.580 -1.048 -0.450
C 13.1357 -0.6523 17.5645 -1.320 1.062 -0.569
S 11.3143 -1.3343 17.3124 4.887 -1.461 0.584
O 11.1613 -2.1826 18.5028 -1.016 0.850 -1.314
O 11.2890 -1.9395 15.9685 -1.054 1.138 1.589
C 10.5161 0.2608 17.5320 0.373 0.978 -0.538
H 11.9553 1.5744 16.4769 -0.338 -0.038 -0.167
H 11.3556 2.3038 17.9591 -0.305 -0.228 0.048
H 12.7868 0.5941 19.2605 -0.082 0.477 0.082
H 13.7843 1.3825 17.9831 -0.055 0.041 0.259
H 13.7587 -1.3349 18.1425 -0.579 -0.126 0.177
H 13.6318 -0.5088 16.6046 -0.379 -0.288 -0.296
H 10.0307 0.2341 18.5076 -0.155 -0.090 -0.210
H 9.8378 0.3971 16.6898 -0.272 -0.068 0.298
C 13.2300 -3.9725 4.7818 0.474 -0.318 -1.773
C 13.1303 -4.0758 3.2134 -0.819 -0.646 -0.144
C 13.4775 -5.5136 2.7375 0.366 -0.068 1.172
S 12.8020 -6.6185 4.0393 -2.258 1.261 2.398
O 13.7931 -7.5446 4.5207 0.164 -0.679 -0.863
O 11.3804 -7.0311 3.8773 2.819 0.658 -0.532
C 12.7700 -5.2766 5.3565 -1.203 -0.494 -0.156
H 12.5721 -3.1512 5.0657 0.524 0.115 0.344
H 14.2708 -3.8890 5.0944 -0.042 0.800 -0.138
H 13.6962 -3.3230 2.6646 0.245 -0.126 0.208
H 12.0879 -3.8949 2.9512 -0.132 0.060 -0.035
H 14.5424 -5.6696 2.9101 0.134 -0.139 -0.288
H 13.2045 -5.8730 1.7453 -0.228 0.371 0.121
H 13.3490 -5.5096 6.2501 -0.020 -0.641 -0.321
H 11.7164 -5.2271 5.6314 -0.018 -0.153 0.016
C 19.6905 -4.7452 13.7907 -2.265 -0.146 1.405
C 19.5317 -3.5377 14.8615 2.015 -0.595 -0.946
C 18.3873 -3.7553 15.8823 1.374 -0.579 -1.728
S 17.1226 -4.5374 14.7662 0.197 -3.626 1.915
O 16.1479 -3.6080 14.3207 -0.773 1.167 -0.277
O 16.6484 -5.7993 15.4115 0.913 2.214 -1.164
C 18.1857 -4.9929 13.3327 1.544 0.922 -0.084
H 20.0721 -5.6456 14.2722 -0.183 0.011 0.411
H 20.4061 -4.5994 12.9816 -0.416 0.688 -0.072
H 19.5886 -2.6008 14.3073 -0.631 0.099 0.146
H 20.4626 -3.5863 15.4265 0.073 0.328 0.085
H 18.1247 -2.8956 16.4988 -0.621 0.159 -0.765
H 18.8937 -4.4255 16.5769 -1.035 -0.798 -0.011
H 18.0013 -4.2968 12.5143 -0.379 0.394 0.329
H 17.9078 -5.9572 12.9073 0.098 -0.238 0.731
O 15.9097 -11.8961 12.0561 -1.498 -0.569 2.096
C 16.3881 -11.5514 11.0526 2.968 0.681 -2.670
O 15.7712 -10.7997 10.0963 -2.395 -0.527 1.090
C 16.5239 -10.6485 8.9373 0.095 2.162 -0.357
C 17.8912 -10.7013 9.4214 3.072 -2.205 1.052
C 17.8402 -11.7768 10.5224 -0.968 -0.429 -0.120
H 16.5270 -9.5897 8.6783 -1.404 -0.070 -0.841
H 16.2725 -11.3032 8.1030 -0.210 -0.111 0.290
H 18.1986 -9.7868 9.9287 0.074 0.222 -0.533
H 18.5344 -11.0067 8.5962 0.506 0.443 0.235
H 18.5983 -11.8320 11.3038 -0.170 0.577 0.005
H 17.8489 -12.7799 10.0959 -0.112 -0.150 -0.231
O 17.3227 0.9020 13.0129 -2.076 0.100 -2.010
C 16.4499 0.9565 12.1500 2.639 -0.766 -0.092
O 16.7023 0.5906 10.8363 -1.157 0.061 -0.241
C 15.4416 0.6079 10.0741 -0.153 0.624 -0.237
C 14.4302 1.4390 10.8332 0.304 -0.684 2.577
C 15.0353 1.4214 12.2799 0.919 -0.003 -1.122
H 15.0107 -0.3823 9.9255 0.680 -0.301 0.231
H 15.4669 1.0834 9.0936 1.264 -0.296 -0.103
H 13.5234 0.8389 10.9086 -0.386 0.697 -0.406
H 14.2817 2.4680 10.5057 -0.072 -0.325 -0.236
H 14.6340 0.6049 12.8803 -0.663 0.907 0.718
H 15.2812 2.4194 12.6426 -1.295 -0.056 0.948
Cl 7.6694 -0.8209 10.1234 -0.427 0.208 1.270
C 6.6553 -0.8935 11.6708 -0.872 0.027 -0.712
C 6.4671 0.4663 12.3672 -0.413 -0.553 0.458
Cl 5.4348 0.2380 13.9010 0.882 -0.126 -0.874
H 6.9888 -1.7249 12.2918 0.523 0.489 0.072
H 5.6798 -1.2101 11.3018 0.029 0.074 0.005
H 5.8185 1.1319 11.7976 0.519 -0.076 -0.227
H 7.4063 0.9370 12.6579 -0.226 -0.045 0.012
Cl 8.9919 -14.6213 16.5265 0.576 1.418 -1.136
C 8.5930 -15.9563 17.5354 0.764 -0.261 1.565
C 9.4396 -15.9427 18.8604 -1.265 -0.726 0.578
Cl 9.3062 -14.4922 19.9866 0.153 -0.680 -1.236
H 8.8731 -16.8540 16.9843 -0.173 -0.121 0.230
H 7.5108 -15.8864 17.6453 0.215 -0.364 0.578
H 10.4763 -16.2583 18.7433 0.075 0.828 -0.452
H 9.0577 -16.7335 19.5060 -0.324 -0.066 -0.152
Cl 11.1332 -17.3785 10.9311 -0.233 -0.053 0.113
C 10.7842 -15.6736 11.3006 -0.318 0.314 -0.326
C 11.2634 -14.8273 10.1474 1.911 -0.208 0.401
Cl 10.7410 -13.1626 10.4236 -0.478 0.367 -0.341
H 11.2931 -15.4323 12.2338 -0.105 0.079 -0.166
H 9.7212 -15.4467 11.3813 -0.098 -0.728 0.325
H 11.0723 -15.2583 9.1646 -0.737 0.424 0.104
H 12.3491 -14.7482 10.2024 0.057 -0.174 -0.085
```
Forces are in eV/Å.

2S+1: 1
charge: +1
frontier orbital gap: 0.358 Ha
E_tot: -7548.52464 Eh